The following is a DFT calculation (ωB97M-V with the def2-TZVPD basis set) of C31H52BrN5P2Zn as an isolated structure in a non-equilibrium geometry.

Each line ends with the Löwdin charge.
Element x y z (Å)
N (2.684, -3.097, -8.513)  0.071
C (2.633, -3.873, -7.419)  -0.114
C (2.375, -3.362, -6.129)  -0.009
C (2.074, -1.976, -5.927)  -0.189
C (2.134, -1.191, -7.113)  0.001
C (2.450, -1.793, -8.356)  -0.116
C (1.770, -1.489, -4.568)  0.001
Zn (-0.066, -0.016, 0.428)  0.893
P (-3.712, 1.726, 2.273)  0.954
C (1.073, -0.377, -4.157)  -0.031
C (0.023, -0.564, -3.188)  -0.261
C (-1.162, 0.192, -3.228)  -0.041
C (-2.372, -0.429, -2.887)  -0.100
C (-2.364, -1.752, -2.400)  -0.748
C (-1.146, -2.394, -2.128)  -0.159
C (0.057, -1.726, -2.342)  -0.095
Br (-3.844, -2.559, -1.670)  0.842
H (2.102, -2.185, -3.794)  0.109
H (1.135, 0.564, -4.729)  0.128
H (2.401, -4.084, -5.306)  0.110
H (1.949, -0.127, -7.060)  0.103
H (2.797, -4.943, -7.607)  0.118
H (2.493, -1.176, -9.259)  0.117
H (-1.116, 1.231, -3.630)  0.134
H (1.016, -2.170, -2.048)  0.104
H (-3.357, 0.046, -3.098)  0.130
H (-1.206, -3.429, -1.773)  0.108
P (1.194, 2.201, 0.658)  0.918
C (-4.427, 0.171, 1.619)  -0.437
C (-5.934, 0.377, 1.320)  -0.145
H (-4.223, -0.640, 2.337)  0.078
H (-3.844, -0.088, 0.723)  0.037
H (-6.420, -0.578, 1.076)  0.074
H (-6.455, 0.804, 2.194)  0.075
H (-6.066, 1.060, 0.461)  0.073
C (-3.295, 2.539, 0.701)  -0.440
C (-4.047, 3.887, 0.680)  -0.166
H (-3.642, 1.883, -0.117)  0.070
H (-2.207, 2.660, 0.574)  0.022
H (-4.002, 4.318, -0.332)  0.071
H (-5.112, 3.726, 0.945)  0.072
H (-3.610, 4.612, 1.391)  0.076
C (-2.121, 1.393, 3.083)  -0.462
C (-2.338, 1.560, 4.593)  -0.160
H (-1.358, 2.066, 2.649)  0.047
H (-1.862, 0.362, 2.813)  0.018
H (-1.381, 1.707, 5.107)  0.067
H (-2.972, 2.439, 4.806)  0.070
H (-2.821, 0.653, 4.991)  0.083
C (2.040, 2.628, 2.260)  -0.380
C (3.167, 3.674, 2.281)  -0.112
H (2.363, 1.680, 2.716)  0.068
H (1.222, 3.001, 2.891)  0.079
H (4.164, 3.232, 2.163)  0.082
H (3.046, 4.477, 1.542)  0.076
H (3.175, 4.169, 3.260)  0.094
C (0.317, 3.824, 0.437)  -0.382
C (0.254, 4.493, -0.935)  -0.118
H (0.788, 4.523, 1.140)  0.091
H (-0.707, 3.684, 0.818)  0.042
H (1.071, 5.214, -1.092)  0.091
H (0.236, 3.781, -1.765)  0.065
H (-0.671, 5.076, -1.001)  0.085
C (2.608, 2.368, -0.501)  -0.400
C (3.712, 1.318, -0.355)  -0.122
H (3.023, 3.370, -0.331)  0.089
H (2.206, 2.418, -1.526)  0.084
H (4.270, 1.202, -1.293)  0.089
H (4.475, 1.596, 0.386)  0.081
H (3.305, 0.335, -0.086)  0.045
C (0.012, -2.956, 1.429)  -0.162
N (0.611, -1.634, 1.877)  -0.159
C (2.116, -1.847, 1.955)  -0.151
N (2.501, -2.956, 2.879)  -0.069
C (1.866, -4.203, 2.380)  -0.143
N (0.394, -4.074, 2.322)  -0.084
C (-0.057, -3.803, 3.700)  -0.144
N (0.496, -2.526, 4.200)  -0.072
C (0.120, -1.424, 3.277)  -0.175
C (1.960, -2.666, 4.232)  -0.146
H (0.351, -3.235, 0.416)  0.118
H (-1.081, -2.844, 1.444)  0.129
H (2.603, -0.923, 2.304)  0.118
H (2.495, -2.118, 0.955)  0.126
H (2.059, -5.047, 3.066)  0.141
H (2.255, -4.422, 1.373)  0.134
H (-1.153, -3.774, 3.730)  0.137
H (0.314, -4.642, 4.309)  0.139
H (0.520, -0.503, 3.719)  0.131
H (-0.974, -1.386, 3.284)  0.109
H (2.214, -3.496, 4.907)  0.141
H (2.438, -1.743, 4.587)  0.133

- frontier orbital gap (alpha / beta) (eV) = 4.5 / 4.5
- net charge = +2
- HOMO level (alpha / beta) (Eh) = -0.46731 / -0.46730

=====

The following is a DFT calculation (ωB97M-V with the def2-TZVPD basis set) of C31H52N6NaO7S2Sb as an isolated structure.

Each line ends with the Löwdin charge.
Element x y z (Å)
Na (0.840, 1.112, 1.804)  0.261
N (1.837, -2.257, 1.090)  -0.006
C (3.283, -2.016, 1.086)  -0.230
C (3.774, -0.545, 1.119)  -0.614
O (4.993, -0.365, 1.376)  -0.099
N (2.847, 0.338, 0.813)  0.005
C (3.302, 1.716, 0.826)  -0.196
C (2.258, 2.763, 0.354)  -0.703
O (2.648, 3.947, 0.297)  -0.060
O (1.096, 2.353, 0.033)  -0.151
H (1.437, -1.603, 0.419)  0.002
H (1.477, -1.922, 1.979)  0.032
H (3.714, -2.466, 0.182)  0.087
H (3.747, -2.545, 1.922)  0.093
H (4.179, 1.865, 0.181)  0.107
H (3.656, 2.035, 1.817)  0.116
C (-3.873, 2.752, 0.246)  -0.067
N (-3.137, 2.447, 1.452)  -0.146
C (-3.663, 1.343, 2.235)  -0.059
C (-1.885, 2.935, 1.727)  -0.475
C (-1.343, 4.010, 0.819)  0.004
O (-1.265, 2.547, 2.711)  0.045
H (-4.941, 2.639, 0.449)  0.080
H (-3.614, 2.078, -0.577)  0.074
H (-3.701, 3.778, -0.074)  0.078
H (-4.662, 1.597, 2.610)  0.082
H (-2.996, 1.135, 3.064)  0.063
H (-3.728, 0.439, 1.623)  0.049
H (-1.906, 4.935, 0.981)  0.085
H (-1.417, 3.741, -0.234)  0.067
H (-0.290, 4.157, 1.038)  0.078
O (1.587, 1.604, 3.957)  0.062
C (0.866, 0.728, 4.416)  -0.508
N (0.109, -0.128, 3.697)  -0.058
S (-0.780, -1.064, 4.620)  0.621
O (-2.195, -0.767, 4.573)  -0.316
O (-0.469, -2.471, 4.394)  -0.346
C (-0.131, -0.534, 6.185)  -0.210
C (-0.413, -0.952, 7.470)  -0.047
C (0.250, -0.303, 8.505)  -0.096
C (1.152, 0.727, 8.239)  -0.087
C (1.414, 1.134, 6.938)  -0.002
C (0.756, 0.484, 5.909)  -0.114
H (-1.119, -1.750, 7.659)  0.113
H (0.066, -0.597, 9.531)  0.092
H (1.655, 1.214, 9.066)  0.094
H (2.111, 1.931, 6.710)  0.121
C (3.703, -0.801, -2.829)  -0.133
C (2.820, 0.317, -3.391)  -0.700
C (3.343, 1.638, -2.826)  -0.117
C (2.958, 0.366, -4.913)  -0.125
Sb (0.814, -0.040, -2.520)  1.627
C (0.118, -1.850, -3.650)  -0.707
C (0.599, -3.046, -2.823)  -0.152
C (0.578, -2.041, -5.093)  -0.133
C (-1.413, -1.877, -3.606)  -0.157
C (-0.431, 1.556, -3.427)  -0.702
C (0.244, 2.909, -3.197)  -0.127
C (-1.716, 1.540, -2.595)  -0.172
C (-0.779, 1.426, -4.908)  -0.127
H (4.746, -0.621, -3.125)  0.081
H (3.422, -1.788, -3.210)  0.056
H (3.666, -0.809, -1.736)  0.062
H (4.436, 1.662, -2.937)  0.087
H (3.119, 1.754, -1.769)  0.048
H (2.944, 2.504, -3.352)  0.061
H (3.967, 0.721, -5.169)  0.076
H (2.246, 1.058, -5.372)  0.056
H (2.832, -0.609, -5.381)  0.045
H (1.687, -3.093, -2.739)  0.059
H (0.259, -3.979, -3.298)  0.075
H (0.196, -3.014, -1.806)  0.060
H (1.643, -2.273, -5.142)  0.057
H (0.398, -1.164, -5.719)  0.061
H (0.042, -2.892, -5.543)  0.072
H (-1.787, -1.711, -2.593)  0.010
H (-1.764, -2.869, -3.935)  0.076
H (-1.865, -1.139, -4.270)  0.050
H (0.634, 3.010, -2.179)  0.062
H (-0.499, 3.706, -3.362)  0.079
H (1.053, 3.078, -3.909)  0.059
H (-1.482, 1.692, -1.537)  0.049
H (-2.280, 0.607, -2.680)  0.052
H (-2.372, 2.364, -2.918)  0.079
H (0.108, 1.499, -5.542)  0.057
H (-1.456, 2.244, -5.200)  0.075
H (-1.283, 0.489, -5.146)  0.044
C (-4.208, -2.946, -0.713)  -0.052
N (-3.417, -3.239, 0.457)  -0.138
C (-3.594, -4.323, 1.309)  -0.079
C (-2.634, -4.238, 2.251)  -0.082
N (-1.877, -3.128, 1.970)  0.088
C (-2.353, -2.482, 0.873)  -0.758
S (-1.756, -1.091, 0.163)  0.650
H (-4.150, -3.765, -1.432)  0.088
H (-3.800, -2.043, -1.160)  0.038
H (-5.252, -2.777, -0.438)  0.086
H (-4.380, -5.043, 1.162)  0.104
H (-2.422, -4.862, 3.102)  0.115
H (-1.125, -2.786, 2.564)  0.095

- frontier orbital gap (eV) = 5.5
- net charge = -2
- HOMO level (Eh) = -0.06082

=====

The following is a DFT calculation (ωB97M-V with the def2-TZVPD basis set) of C31H53AsBN4P2S3Tl as an isolated structure in a non-equilibrium geometry.

Each line ends with the Löwdin charge.
Element x y z (Å)
Tl (-0.869, -1.336, 0.353)  0.226
C (4.722, -1.301, -2.909)  -0.118
C (3.312, -1.627, -2.367)  -0.653
C (2.224, -1.546, -3.537)  -0.082
C (3.276, -3.095, -1.770)  -0.101
P (2.597, -0.518, -1.026)  1.104
C (2.871, 1.170, -1.899)  -0.307
N (1.652, 1.915, -1.716)  -0.046
B (0.378, 1.337, -1.309)  -0.469
N (-0.423, 2.513, -0.992)  -0.062
C (-1.715, 2.469, -0.410)  -0.348
P (-2.606, 0.847, -0.583)  1.002
C (-4.107, 1.284, 0.541)  -0.703
C (-5.150, 0.254, 0.139)  -0.130
C (-4.761, 2.678, 0.444)  -0.090
C (-3.713, 1.033, 1.984)  -0.128
C (-3.197, 0.832, -2.419)  -0.627
C (-4.337, 1.819, -2.757)  -0.108
C (-2.026, 1.258, -3.356)  -0.126
C (-3.546, -0.657, -2.755)  -0.088
C (0.297, 3.722, -1.210)  -0.171
C (0.042, 5.045, -0.895)  -0.049
C (1.033, 5.985, -1.219)  -0.144
C (2.245, 5.586, -1.816)  -0.150
C (2.582, 4.252, -1.994)  -0.039
C (1.566, 3.328, -1.677)  -0.166
C (3.676, -0.275, 0.582)  -0.697
C (3.714, -1.612, 1.314)  -0.117
C (5.041, 0.160, 0.104)  -0.150
C (3.120, 0.872, 1.438)  -0.091
H (4.812, -1.743, -3.894)  0.066
H (5.450, -1.820, -2.353)  0.043
H (4.846, -0.213, -2.959)  0.063
H (2.011, -2.544, -3.891)  0.069
H (2.632, -0.919, -4.351)  0.072
H (1.288, -1.145, -3.238)  0.038
H (3.680, -3.732, -2.496)  0.049
H (2.288, -3.438, -1.490)  0.023
H (3.948, -3.203, -0.919)  0.048
H (3.195, 0.996, -2.961)  0.085
H (3.758, 1.648, -1.465)  0.051
H (-2.372, 3.258, -0.820)  0.084
H (-1.616, 2.599, 0.641)  0.079
H (-5.608, 0.478, -0.848)  0.061
H (-5.952, 0.221, 0.881)  0.081
H (-4.664, -0.724, 0.054)  0.038
H (-5.447, 2.727, -0.381)  0.052
H (-3.958, 3.418, 0.463)  0.060
H (-5.361, 2.773, 1.371)  0.080
H (-2.920, 0.265, 2.171)  0.055
H (-4.632, 0.769, 2.576)  0.093
H (-3.251, 1.905, 2.450)  0.068
H (-4.057, 2.871, -2.538)  0.080
H (-5.289, 1.579, -2.251)  0.051
H (-4.417, 1.757, -3.827)  0.061
H (-1.841, 2.346, -3.440)  0.087
H (-2.255, 1.050, -4.395)  0.067
H (-1.126, 0.716, -3.145)  0.025
H (-4.259, -1.009, -2.001)  0.047
H (-2.685, -1.327, -2.760)  0.078
H (-4.127, -0.765, -3.674)  0.074
H (-0.869, 5.252, -0.280)  0.109
H (0.734, 7.034, -1.218)  0.077
H (3.029, 6.347, -1.970)  0.085
H (3.493, 3.887, -2.429)  0.090
H (4.359, -2.355, 0.841)  0.057
H (2.725, -1.972, 1.611)  0.011
H (4.285, -1.501, 2.279)  0.083
H (5.499, -0.534, -0.654)  0.069
H (5.746, 0.218, 0.961)  0.074
H (5.060, 1.213, -0.284)  0.070
H (2.093, 0.669, 1.728)  0.063
H (3.125, 1.829, 0.886)  0.078
H (3.718, 1.012, 2.371)  0.085
S (-3.102, -3.165, 0.601)  0.419
C (-2.082, -4.458, 0.844)  -0.923
C (-2.553, -5.494, 1.681)  -0.363
N (-2.862, -6.220, 2.547)  0.091
C (-0.938, -4.799, -0.002)  -0.898
S (-0.515, -3.826, -1.261)  0.465
C (-0.154, -5.942, 0.299)  -0.318
N (0.382, -6.982, 0.503)  0.093
C (-0.297, -0.024, 4.664)  -0.299
As (-0.019, -1.896, 4.872)  0.805
C (-1.573, -2.976, 5.238)  -0.283
C (1.554, -2.313, 6.113)  -0.229
S (0.233, -2.516, 2.750)  0.020
H (-0.584, 0.483, 5.600)  0.030
H (-1.130, 0.069, 4.016)  -0.004
H (0.656, 0.381, 4.204)  0.058
H (-2.421, -2.285, 5.442)  0.039
H (-1.362, -3.688, 6.029)  0.021
H (-1.757, -3.445, 4.254)  0.004
H (2.259, -2.833, 5.524)  -0.008
H (1.265, -2.947, 6.977)  0.023
H (2.035, -1.411, 6.468)  0.006

- frontier orbital gap (eV) = 3.7
- net charge = -2
- HOMO level (Eh) = 0.00662